Computed, not measured: a cluster of 2 separate species, C2HNO2S in total, with the ωB97M-V functional and the def2-TZVPD basis.

Calculated values
Spin multiplicity   3
HOMO (alpha / beta)   -5.7 / -9.3 eV
⟨S²⟩   2.0063
Kohn-Sham gap (alpha / beta)   6.4 / 6.8 eV
ΔE to the lowest compared entry with this formula, charge and spin   100.3 kJ/mol

Bonds (Å) are listed after each position.
Geometry (Å):
1 C -0.90 -1.82 -0.84  N3 1.195, H7 0.997
2 C 1.27 1.64 0.57  O4 1.146, O5 1.173
3 N -0.95 -0.89 -0.10  C1 1.195, S6 1.536
4 O 0.73 2.52 1.07  C2 1.146
5 O 1.79 0.78 -0.03  C2 1.173
6 S -1.11 0.26 0.91  N3 1.536
7 H -0.83 -2.49 -1.58  C1 0.997